Entry 1:
The following is a DFT calculation (ωB97M-V/def2-TZVPD) of 2 unconnected molecules or ions with the total composition C4H8N2.

As for the HOMO energy: -10.248 eV. The lowest unoccupied orbital energy is 0.22 eV. The molar mass is 84.12 g mol⁻¹. As for the largest force on an atom: 1.527 eV/Å. The energy relative to the best compared isomer or geometry (same formula, charge and spin) is 60.6 kcal/mol.

Last column: natural (NBO) charge in e.
Cartesian coordinates (Å):
N: 1.572 1.999 -0.710  -0.790
N: -0.192 0.304 -0.411  -0.436
C: -0.784 -0.654 1.763  -0.610
C: 2.120 1.613 -1.687  0.156
C: -0.007 -0.838 0.467  -0.238
C: -0.368 0.208 -1.659  0.039
H: 1.072 -0.882 0.673  0.219
H: -0.484 0.272 2.265  0.219
H: -1.859 -0.608 1.565  0.212
H: 0.600 1.452 -0.230  0.441
H: -0.325 1.128 -2.248  0.209
H: -0.465 -0.743 -2.180  0.172
H: -0.291 -1.762 -0.050  0.186
H: -0.589 -1.489 2.441  0.221

Forces on the atoms, in the same order (eV/Å):
0.013 -0.706 -0.686
0.024 0.016 -0.416
-0.018 -0.025 0.038
-0.139 0.956 1.183
-0.053 -0.119 -0.026
-0.259 -0.139 0.341
-0.208 -0.019 -0.009
-0.047 -0.140 -0.095
0.129 -0.008 0.053
0.897 0.370 -0.557
-0.088 -0.300 0.082
-0.222 -0.047 0.105
0.016 0.051 0.083
-0.044 0.110 -0.094

Entry 2:
The following is a DFT calculation (ωB97M-V/def2-TZVPD) of 14 unconnected molecules or ions with the total composition C34H42F10N4O38.

As for the HOMO energy: -10.893 eV. The lowest unoccupied orbital energy is -0.49 eV. The molar mass is 1304.68 g mol⁻¹. As for the largest force on an atom: 5.767 eV/Å.

Last column: Mulliken charge in e.
Cartesian coordinates (Å):
F: 5.114 7.707 -2.979  -0.281
F: -9.555 1.307 0.395  -0.308
F: 7.623 3.014 -0.871  -0.303
F: -3.712 -1.331 -8.873  -0.283
F: 2.257 1.120 5.585  -0.269
F: -2.766 6.918 2.918  -0.263
F: -1.053 -1.123 -2.158  -0.304
F: -6.465 -6.075 -0.292  -0.293
F: -1.353 -6.823 3.186  -0.259
F: 6.105 -5.542 -0.115  -0.289
O: 4.440 6.322 -1.240  -0.265
O: -3.544 0.795 4.860  -0.513
O: -5.916 0.796 -1.693  -0.521
O: 2.470 0.599 -5.112  -0.509
O: -4.810 5.885 -0.640  -0.555
O: -6.328 -4.010 0.508  -0.355
O: -3.092 -2.417 -6.142  -0.296
O: -4.161 -4.212 0.573  -0.301
O: 8.945 1.313 -0.867  -0.317
O: 0.952 -3.194 3.289  -0.554
O: -7.962 0.354 -0.695  -0.330
O: 1.703 1.049 -0.327  -0.598
O: 5.713 -1.730 2.062  -0.548
O: 2.665 7.437 -0.623  -0.298
O: 11.304 1.518 -0.721  -0.582
O: 9.878 2.281 0.821  -0.289
O: -3.127 4.900 0.546  -0.259
O: -0.561 0.732 -0.100  -0.259
O: 0.688 -0.922 -0.764  -0.263
O: 4.754 -2.598 0.156  -0.266
O: 3.503 5.667 0.625  -0.555
O: -0.809 6.007 -2.865  -0.520
O: 0.744 4.739 5.159  -0.577
O: -4.565 6.188 1.625  -0.355
O: 5.790 -4.034 1.553  -0.329
O: 0.333 -5.399 2.992  -0.274
O: -5.003 -3.548 -5.424  -0.524
O: -4.398 -0.248 6.564  -0.518
O: 0.176 -6.907 -1.908  -0.482
O: 0.063 -8.619 -0.630  -0.520
O: 1.322 2.744 4.382  -0.254
O: -0.443 -4.265 4.706  -0.335
O: -6.234 1.029 0.557  -0.229
O: -0.244 5.899 -4.931  -0.561
O: 4.324 1.611 -5.534  -0.526
O: -5.263 -3.577 2.401  -0.578
O: 2.764 3.826 5.526  -0.335
O: -5.065 -2.018 -7.126  -0.300
N: -0.794 5.462 -3.944  0.909
N: 0.579 -7.969 -1.498  0.867
N: -3.446 0.159 5.917  0.892
N: 3.655 0.765 -4.928  0.875
C: 4.052 7.088 -2.378  0.295
C: 1.866 -8.444 -2.145  -0.810
C: -6.057 -4.841 -0.570  0.355
C: 3.518 6.421 -0.324  0.666
C: -2.886 4.658 1.917  -0.365
C: -2.150 -0.166 6.395  -0.712
C: 10.149 1.721 -0.293  0.653
C: -8.496 0.485 0.543  0.361
C: 0.400 -4.220 3.657  0.673
C: -4.538 -4.854 -0.584  -0.399
C: 8.556 2.357 1.120  -0.425
C: -0.743 -5.598 5.002  -0.402
C: -5.219 -3.799 1.213  0.708
C: -3.525 5.846 2.652  0.369
C: 3.478 2.794 4.904  -0.492
C: 4.491 -3.965 -0.328  -0.374
C: 5.445 -2.725 1.378  0.649
C: -0.601 -1.352 -0.958  0.281
C: 2.417 1.850 4.569  0.296
C: 5.216 -4.930 0.617  0.457
C: -2.991 -1.144 -6.675  -0.421
C: 1.538 3.843 5.040  0.647
C: 0.713 0.328 -0.383  0.633
C: -6.654 0.773 -0.742  0.581
C: -0.246 -6.399 3.853  0.338
C: -1.351 -0.369 -0.105  -0.503
C: -7.400 1.192 1.365  -0.393
C: 7.885 1.920 -0.212  0.391
C: -4.231 5.682 0.414  0.651
C: 4.409 -0.143 -4.006  -0.690
C: 3.183 8.126 -1.667  -0.456
C: -1.721 4.303 -4.142  -0.619
C: -4.184 -1.018 -7.631  0.338
C: -4.442 -2.803 -6.221  0.618
H: -2.224 -0.906 7.192  0.305
H: -1.193 3.578 -4.760  0.279
H: -3.321 3.706 2.222  0.217
H: -0.745 -2.422 -0.805  0.373
H: 2.580 -7.704 -2.506  0.299
H: -1.624 -0.576 5.533  0.263
H: -1.672 0.761 6.714  0.287
H: 2.482 -9.089 -1.519  0.336
H: -0.547 -5.929 6.022  0.297
H: -7.288 0.748 2.354  0.324
H: 0.471 -7.205 4.015  0.244
H: 1.693 -8.995 -3.069  0.312
H: 3.860 8.929 -1.376  0.276
H: 5.055 -0.760 -4.631  0.327
H: -1.807 3.982 -3.104  0.254
H: 3.531 6.565 -3.179  0.268
H: 4.252 2.413 5.570  0.303
H: -7.680 2.229 1.549  0.243
H: 3.404 -4.043 -0.345  0.227
H: -8.732 -0.432 1.081  0.267
H: -1.364 -0.735 0.922  0.282
H: -2.644 4.639 -4.615  0.264
H: 4.590 -5.749 0.971  0.237
H: 4.016 3.145 4.023  0.262
H: 2.511 8.725 -2.281  0.344
H: 8.330 3.385 1.403  0.270
H: -2.028 -0.904 -7.125  0.301
H: -3.071 -0.499 -5.800  0.268
H: 7.003 1.310 -0.017  0.302
H: -3.945 5.445 3.574  0.279
H: -4.178 -5.879 -0.501  0.241
H: 3.693 -0.806 -3.520  0.266
H: 4.968 0.478 -3.305  0.261
H: -1.833 -5.622 5.013  0.267
H: 4.851 -4.051 -1.353  0.240
H: -2.375 -0.234 -0.454  0.351
H: 2.649 1.244 3.693  0.420
H: 8.282 1.663 1.914  0.297
H: -4.063 -4.510 -1.503  0.327
H: -1.809 4.514 2.000  0.274
H: -6.524 -4.587 -1.523  0.296
H: -4.628 -0.023 -7.649  0.299

Forces on the atoms, in the same order (eV/Å):
0.069 -0.476 0.543
-1.016 0.046 0.440
-1.506 2.294 -1.824
-0.716 -0.192 -0.276
-1.827 -3.636 4.086
0.001 -0.083 -0.379
-0.120 0.380 -4.006
-0.985 -1.688 0.618
0.202 -0.933 -0.273
2.866 -1.235 -0.935
1.563 -0.338 -2.914
0.275 -0.576 1.239
-1.743 -0.057 1.437
-0.008 -0.262 0.455
1.168 -0.321 2.528
-1.634 0.690 -1.128
-1.548 -2.472 0.005
1.945 1.188 0.078
0.994 -1.027 -0.636
-0.888 -2.690 0.624
1.477 -0.599 -2.030
-2.515 -2.015 -0.020
-0.636 -4.102 -1.886
-1.179 -1.206 2.250
-4.526 0.592 1.008
2.416 1.329 2.233
-0.803 0.144 -0.667
1.883 2.127 -0.404
1.754 -2.046 -1.026
0.931 -1.754 1.618
-0.689 1.698 -1.164
0.389 -0.256 0.407
0.641 -0.810 0.095
0.737 0.142 1.622
0.048 -0.311 1.185
1.172 -0.489 0.713
1.780 1.591 -2.852
0.278 0.341 -0.296
-0.344 0.445 -0.250
0.089 -0.615 0.172
-0.998 -3.062 -1.679
1.418 0.655 0.652
-0.656 0.446 -0.968
0.618 -0.166 -0.193
-0.537 -0.927 0.984
0.400 0.999 -1.503
1.192 1.352 1.014
-0.061 0.436 -0.764
-1.278 1.088 -1.003
1.461 0.471 -0.629
-2.694 0.524 -1.294
0.853 0.941 -1.335
-0.423 1.645 -0.134
1.204 -0.995 -0.514
1.248 0.494 -0.975
-0.794 -1.446 2.789
1.198 0.217 -0.118
1.887 -0.518 0.182
3.533 -2.171 -3.056
0.792 1.157 1.948
-0.225 2.766 -1.177
0.513 -1.654 -1.872
-2.403 -0.311 0.200
-2.145 -0.058 1.465
-0.873 -1.231 4.172
-0.975 -1.465 -1.644
2.414 0.988 -0.358
-1.036 1.686 0.043
-0.185 3.256 -0.861
-1.458 -0.411 2.252
1.022 2.017 -3.605
-2.163 2.327 -0.662
-0.115 1.666 0.528
-1.245 2.828 0.682
1.860 4.142 0.437
1.608 -0.464 0.363
-0.316 0.895 -1.491
-1.710 -2.468 1.982
-0.361 -0.222 0.354
1.440 -0.343 2.699
-0.250 -0.028 -1.757
-0.462 -0.254 0.006
1.596 1.910 -2.378
1.016 -0.366 0.911
1.399 -0.436 0.934
0.088 -0.309 3.092
-0.032 0.312 -0.096
-0.171 0.080 0.041
-0.446 0.129 0.066
0.520 0.073 0.669
-0.823 0.971 0.507
0.239 0.087 0.187
0.057 -0.145 0.019
-0.755 -0.098 0.476
1.136 0.283 -0.089
0.416 -0.260 -0.239
-0.244 -0.030 -0.088
-0.832 -0.164 0.247
0.482 -0.102 0.693
0.146 0.339 0.022
-0.729 -0.484 -0.359
0.169 -0.742 0.376
-0.375 -0.189 0.185
0.253 0.224 -0.463
0.033 -0.317 0.152
-0.690 -0.318 -0.824
-0.460 -0.241 0.231
0.201 0.132 0.259
-0.110 0.569 1.172
-0.210 0.357 -0.191
-0.820 -0.998 -0.033
-0.315 -0.136 -0.088
-0.131 -0.555 -0.304
-0.280 0.635 -0.186
0.128 -0.287 -0.723
-0.595 0.727 -0.066
-0.273 -0.213 0.026
0.010 0.347 0.092
-0.044 -0.160 -0.185
-0.140 -0.371 -0.387
0.227 -0.035 0.185
0.245 0.426 -0.099
-0.680 0.136 -0.299
0.192 0.029 0.193
-0.126 0.790 0.192
0.016 0.483 0.403
-0.176 0.670 0.329
-0.410 -0.373 -0.106

Entry 3:
The following is a DFT calculation (ωB97M-V/def2-TZVPD) of a molecular structure, C24H29BrF6LaN4O2P.

As for the expectation value of S²: 0.76. As for the HOMO energy (alpha / beta): -11.521 / -11.564 eV. The lowest unoccupied orbital energy (alpha / beta) is -2.79 / -5.10 eV. The molar mass is 769.29 g mol⁻¹. The charge is +1. As for the spin multiplicity: 2. As for the largest force on an atom: 2.663 eV/Å. The energy relative to the best compared isomer or geometry (same formula, charge and spin) is 25.6 kcal/mol.

Last column: Mulliken spin population.
Cartesian coordinates (Å):
La: 0.460 0.567 -0.625  0.147
Br: 3.096 -6.225 0.552  0.000
P: 1.315 2.424 -2.952  -0.002
F: -0.019 1.377 -2.867  -0.007
F: 2.553 3.383 -2.813  0.000
F: 1.696 1.853 -4.351  0.000
F: 0.338 3.548 -3.463  0.000
F: 0.851 2.833 -1.318  -0.001
F: 2.197 1.212 -2.161  0.000
O: 1.406 -1.444 -0.201  -0.013
O: 0.846 -1.132 -2.281  0.005
N: -1.883 2.342 -1.045  0.084
N: 2.232 -3.965 -0.709  0.000
N: 0.094 0.002 2.088  -0.002
N: 2.548 1.348 0.897  0.010
C: -2.932 3.628 0.730  0.000
C: 3.697 0.526 0.466  -0.001
C: -4.272 2.553 2.394  0.002
C: 1.472 -0.131 2.601  0.000
C: -3.742 3.711 1.844  0.001
C: 2.853 -5.689 -2.243  0.000
C: 1.899 -3.193 -1.735  -0.001
C: 1.364 -1.845 -1.396  -0.010
C: 2.502 -4.878 -3.309  0.000
C: -4.012 1.327 1.812  0.008
C: -0.551 -1.311 2.241  0.004
C: -0.647 0.960 2.921  -0.002
C: -4.005 -2.169 -0.754  -0.021
C: 2.318 1.110 2.337  0.000
C: -1.975 -0.321 -0.909  0.787
C: -2.008 -1.369 -1.806  0.041
C: 2.005 -3.605 -3.057  -0.001
C: -3.236 1.223 0.654  0.109
C: -2.692 2.404 0.110  -0.012
C: 2.685 -5.168 -0.963  0.000
C: -3.037 -0.059 -0.040  -0.230
C: -4.028 -1.053 0.054  0.020
C: 2.919 2.763 0.734  0.002
C: -3.024 -2.317 -1.718  0.067
H: 1.459 -0.324 3.684  0.000
H: 3.441 -0.533 0.504  0.000
H: -2.345 1.876 -1.826  -0.024
H: -0.575 0.695 3.983  0.000
H: -0.039 -2.050 1.627  0.001
H: 1.925 -0.991 2.106  0.000
H: -4.793 -2.903 -0.671  0.003
H: 3.990 0.781 -0.552  0.001
H: 2.604 -5.236 -4.322  0.000
H: 3.237 -6.688 -2.379  0.000
H: -2.495 4.518 0.305  0.000
H: 1.705 -2.928 -3.841  0.000
H: -1.697 0.960 2.641  0.000
H: -4.855 -0.905 0.730  0.007
H: 3.280 0.987 2.853  0.000
H: -3.977 4.673 2.270  0.000
H: -0.519 -1.636 3.287  0.000
H: -1.265 -1.483 -2.588  0.025
H: -4.901 2.612 3.268  0.000
H: 2.076 3.402 1.001  0.000
H: -4.413 0.438 2.274  0.000
H: -3.033 -3.148 -2.407  0.006
H: 3.196 2.969 -0.299  0.000
H: 3.770 3.022 1.374  -0.001
H: 4.563 0.703 1.117  0.001
H: 1.828 1.987 2.767  0.000
H: -1.593 -1.257 1.933  -0.004
H: -0.263 1.969 2.787  0.000
H: -1.596 3.274 -1.343  0.002

Forces on the atoms, in the same order (eV/Å):
-0.984 1.268 2.125
0.065 -0.098 -0.048
-0.154 0.564 0.183
0.647 0.408 -0.581
-0.246 -0.169 -0.121
-0.020 0.122 0.228
0.260 -0.105 -0.061
0.416 0.604 -0.845
0.120 0.503 -0.892
0.789 -1.240 1.009
0.049 -0.119 -0.791
0.008 -0.095 -0.193
0.076 -0.050 0.348
-0.010 -0.109 0.241
0.456 0.196 0.244
0.082 -0.130 -0.130
0.144 -0.214 -0.053
-0.081 -0.071 0.019
0.334 0.227 -0.200
0.064 -0.093 0.017
-0.059 0.136 -0.007
0.096 -0.337 -0.497
0.212 -1.104 -0.341
-0.010 -0.040 0.133
0.004 0.126 -0.140
-0.062 -0.190 -0.070
-0.059 0.155 -0.034
-0.067 -0.108 -0.007
-0.312 -0.335 0.215
-2.209 -0.988 0.007
0.344 -0.011 -0.633
-0.044 0.193 0.217
0.125 0.495 -0.009
-0.369 -0.176 0.471
-0.060 0.067 0.072
-0.074 0.185 -0.108
0.339 0.053 0.111
0.039 0.206 -0.096
0.254 0.133 0.193
-0.050 -0.039 -0.111
0.072 0.071 0.033
0.105 0.200 0.163
0.041 0.000 -0.018
0.022 -0.011 0.028
-0.012 -0.030 0.097
-0.106 -0.031 -0.013
-0.119 0.002 0.014
0.026 -0.023 -0.070
0.011 -0.021 -0.045
-0.005 0.184 -0.097
0.011 -0.015 -0.133
0.083 0.013 -0.002
-0.086 0.055 0.012
-0.089 0.117 -0.033
0.069 0.084 0.083
0.005 -0.011 0.018
-0.032 0.046 0.115
-0.039 -0.022 0.112
0.033 0.009 -0.010
-0.036 -0.094 -0.006
0.016 -0.086 -0.032
-0.037 -0.037 0.034
-0.016 -0.043 0.018
-0.068 0.038 -0.029
0.090 -0.031 -0.072
-0.043 0.033 -0.021
-0.013 0.073 0.026
0.065 -0.290 -0.035